Density functional theory data (wB97M-V/def2-TZVPD) for C45H45N6OPdTe as an isolated structure.

```
99
C45H45N6OPdTe | OMol25 | wB97M-V/def2-TZVPD
Pd 0.6607 -1.0431 -0.1723
C -2.9687 0.1728 5.2472
C -1.8247 -0.4812 4.5231
C -0.4973 -0.2407 4.8782
C 0.5479 -0.7771 4.1569
C 0.3528 -1.5998 3.0249
N 1.3538 -2.0742 2.2466
C 2.3636 -2.7812 2.7382
C 2.4206 -3.2990 4.0634
C 3.4524 -4.0874 4.5283
C 4.5136 -4.4533 3.7099
C 5.6352 -5.3340 4.1861
C 4.4739 -3.9802 2.4000
C 3.4694 -3.1620 1.9148
N 3.6075 -2.7300 0.5615
C 4.7930 -2.5524 -0.0677
C 4.5401 -2.3302 -1.3953
C 3.1420 -2.3691 -1.4841
N 2.5812 -2.6011 -0.3092
C -1.0000 -1.8244 2.6835
C -2.0459 -1.2802 3.4128
N -1.3509 -2.6641 1.5817
C -2.3873 -3.5277 1.5449
C -2.3718 -4.1521 0.3196
C -1.2608 -3.5972 -0.3330
N -0.6516 -2.7079 0.4340
H -2.7344 0.3188 6.3031
H -3.8748 -0.4328 5.1853
H -3.2046 1.1528 4.8245
H -0.2819 0.4012 5.7263
H 1.5709 -0.5611 4.4353
H 1.5990 -3.0622 4.7278
H 3.4202 -4.4450 5.5544
H 5.5168 -5.5642 5.2465
H 6.6122 -4.8583 4.0635
H 5.6728 -6.2854 3.6484
H 5.2545 -4.2909 1.7157
H 5.7161 -2.5463 0.4820
H 5.2437 -2.0578 -2.1573
H 2.5098 -2.1536 -2.3333
H -3.0612 -1.4448 3.0754
H -3.0270 -3.6573 2.3972
H -3.0514 -4.9037 -0.0391
H -0.8651 -3.7957 -1.3143
C -6.7913 3.8410 -0.8499
C -5.4246 3.2094 -0.8788
C -5.0669 2.2188 0.0185
C -3.7924 1.6452 0.0058
C -3.5181 0.5660 1.0211
C -2.8157 2.0419 -0.9202
Te -0.4769 1.4461 -0.6253
N 1.5783 0.7574 -0.6518
C 2.7733 1.2692 -0.7550
O 3.8347 0.6994 -1.0995
C 2.9284 2.7576 -0.4268
C 2.1819 3.3805 0.5671
C 2.3502 4.7304 0.8454
C 3.2632 5.4840 0.1224
C 4.0217 4.8698 -0.8680
C 3.8630 3.5184 -1.1256
C -0.5470 0.8443 -2.6823
C 0.3279 1.4198 -3.6014
C 1.3195 2.4876 -3.2417
C 0.3038 1.0033 -4.9345
C -0.5645 0.0250 -5.3834
C -0.5728 -0.4241 -6.8203
C -1.4352 -0.5296 -4.4560
C -1.4443 -0.1372 -3.1225
C -2.4365 -0.7990 -2.2153
C -3.1929 3.0557 -1.8201
C -2.2185 3.5618 -2.8522
C -4.4650 3.6189 -1.7957
H -7.4396 3.3320 -0.1348
H -7.2743 3.7989 -1.8292
H -6.7410 4.8946 -0.5598
H -5.7939 1.8828 0.7556
H -4.1966 0.6472 1.8734
H -2.4950 0.6055 1.3917
H -3.6507 -0.4276 0.5856
H 1.4734 2.7896 1.1343
H 1.7604 5.1952 1.6267
H 3.3880 6.5406 0.3318
H 4.7432 5.4493 -1.4348
H 4.4623 3.0105 -1.8700
H 1.0000 3.0760 -2.3794
H 1.4647 3.1576 -4.0912
H 2.2800 2.0404 -2.9841
H 0.9933 1.4664 -5.6341
H 0.1703 0.1213 -7.4029
H -1.5496 -0.2596 -7.2830
H -0.3480 -1.4895 -6.9060
H -2.1288 -1.3026 -4.7729
H -2.7687 -1.7441 -2.6483
H -3.3044 -0.1538 -2.0627
H -2.0024 -0.9929 -1.2315
H -1.2738 3.8498 -2.3850
H -2.6231 4.4258 -3.3843
H -1.9789 2.7862 -3.5835
H -4.7143 4.4016 -2.5103
```

Values from the calculation:
spin multiplicity: 2
DFT total energy: -2541.41747 hartree
lowest unoccupied orbital energy (alpha / beta): 0.157 / 0.157 Ha
max |F|: 0.61 eV/A
charge: -2
⟨S²⟩: 0.757



Density functional theory data (wB97M-V/def2-TZVPD) for C45H45N6OPdTe as an isolated structure.

```
99
C45H45N6OPdTe | OMol25 | wB97M-V/def2-TZVPD
Pd 1.0766 0.3386 0.2577
C 3.1622 4.2199 -4.5034
C 2.9434 3.7574 -3.0822
C 2.1813 4.4935 -2.1702
C 1.9608 4.0623 -0.8766
C 2.5092 2.8495 -0.3756
N 2.3513 2.3624 0.8754
C 2.0905 3.1797 1.9344
C 2.6491 4.4709 2.0617
C 2.3866 5.3097 3.1324
C 1.5480 4.9167 4.1658
C 1.2235 5.8207 5.3307
C 1.0456 3.6206 4.1045
C 1.3164 2.7617 3.0510
N 0.8132 1.4229 3.1563
C -0.3405 1.0367 3.7497
C -0.2859 -0.3265 3.8996
C 0.9616 -0.6832 3.3474
N 1.6161 0.3720 2.8918
C 3.2378 2.1016 -1.3369
C 3.4454 2.5460 -2.6340
N 3.8442 0.8550 -0.9548
C 5.1143 0.4709 -1.2175
C 5.2926 -0.7746 -0.6579
C 4.0533 -1.0678 -0.0597
N 3.1914 -0.0815 -0.2428
H 2.9287 5.2824 -4.6051
H 2.5303 3.6760 -5.2144
H 4.2006 4.0750 -4.8177
H 1.7285 5.4273 -2.4983
H 1.3065 4.6169 -0.2167
H 3.3006 4.8141 1.2669
H 2.8547 6.2917 3.1692
H 1.4516 6.8625 5.0936
H 1.7913 5.5536 6.2292
H 0.1635 5.7616 5.5891
H 0.4319 3.2546 4.9229
H -1.1277 1.7451 3.9560
H -1.0521 -0.9776 4.2947
H 1.4116 -1.6614 3.2679
H 3.9982 1.9067 -3.3187
H 5.7879 1.1187 -1.7538
H 6.1838 -1.3815 -0.6791
H 3.7629 -1.9366 0.5119
C -3.3964 -7.8519 0.8338
C -2.7934 -6.4863 0.6108
C -1.8242 -5.9754 1.4593
C -1.2903 -4.6911 1.2758
C -0.2381 -4.2277 2.2702
C -1.6994 -3.8675 0.2158
Te -1.3438 -1.4588 0.3525
N -0.9524 0.6864 0.3003
C -1.4497 1.8574 0.6669
O -0.8430 2.9524 0.7974
C -2.9609 1.9616 0.8984
C -3.7410 0.9183 1.3890
C -5.1097 1.0818 1.5920
C -5.7239 2.2926 1.3006
C -4.9548 3.3436 0.8086
C -3.5873 3.1780 0.6203
C -0.5414 -1.5477 -1.6284
C -1.1730 -0.8499 -2.6755
C -2.3433 0.0741 -2.4604
C -0.6972 -0.9923 -3.9808
C 0.3900 -1.7890 -4.2870
C 0.8513 -1.9781 -5.7117
C 1.0314 -2.4420 -3.2423
C 0.5904 -2.3465 -1.9259
C 1.3615 -3.1168 -0.8803
C -2.6700 -4.4151 -0.6579
C -3.1487 -3.6177 -1.8561
C -3.2033 -5.6862 -0.4547
H -2.8733 -8.3824 1.6341
H -3.3471 -8.4666 -0.0707
H -4.4519 -7.7790 1.1194
H -1.4691 -6.5891 2.2879
H 0.5360 -4.9901 2.4063
H -0.6786 -4.0303 3.2541
H 0.2293 -3.3054 1.9293
H -3.2733 -0.0254 1.6219
H -5.6999 0.2569 1.9750
H -6.7876 2.4228 1.4711
H -5.4247 4.2936 0.5768
H -2.9586 3.9857 0.2635
H -3.0405 -0.3272 -1.7228
H -2.8707 0.2500 -3.4028
H -1.9936 1.0270 -2.0618
H -1.2072 -0.4628 -4.7811
H 0.3212 -1.3044 -6.3894
H 0.6696 -3.0028 -6.0471
H 1.9239 -1.7866 -5.8119
H 1.9078 -3.0486 -3.4560
H 2.3014 -3.4883 -1.2983
H 0.7751 -3.9608 -0.5185
H 1.5774 -2.4788 -0.0274
H -3.4182 -2.6047 -1.5523
H -4.0137 -4.0896 -2.3319
H -2.3538 -3.5182 -2.6011
H -3.9600 -6.0654 -1.1416
```

Values from the calculation:
spin multiplicity: 2
DFT total energy: -2541.42537 hartree
lowest unoccupied orbital energy (alpha / beta): 0.156 / 0.156 Ha
max |F|: 1.10 eV/A
charge: -2
⟨S²⟩: 0.755



Density functional theory data (wB97M-V/def2-TZVPD) for C45H46As2N5O4S2Y as an isolated structure.

```
105
C45H46As2N5O4S2Y | OMol25 | wB97M-V/def2-TZVPD
Y 0.9748 -0.7450 0.9183
C 0.4822 -5.3071 -4.5293
C 1.2210 -4.2743 -3.7360
N 0.5738 -4.1317 -2.4270
C 0.7051 -2.9797 -1.6519
S -0.1841 -2.9565 -0.1708
N 1.3914 -2.0070 -2.2129
N 1.3716 -0.8522 -1.5031
C 1.5993 0.2785 -2.0935
C 2.0513 0.3583 -3.5575
C 1.3692 1.5650 -1.2950
C 1.1542 2.7603 -1.9356
C 1.1739 3.8764 -1.1293
C 1.3863 3.8036 0.2222
C 1.5088 2.5444 0.7927
N 1.4807 1.4721 0.0401
H 1.0614 -5.6561 -5.3754
H -0.4497 -4.9380 -4.8252
H 0.2318 -6.2082 -4.0243
H 1.3290 -3.3506 -4.2748
H 2.2319 -4.5549 -3.5088
H 0.1245 -4.9636 -2.0452
H 3.0503 0.9144 -3.4522
H 1.3102 0.8777 -4.0786
H 2.1187 -0.6063 -4.0458
H 0.9759 2.6495 -3.0246
H 1.1494 4.8864 -1.6253
H 1.5361 4.7215 0.8136
H 1.3805 2.3602 1.8387
C -2.8029 1.1885 -1.4832
C -3.3633 0.5803 -0.2222
As -2.0147 0.4802 1.2333
C -2.2368 2.2449 1.9675
C -1.6631 2.5103 3.1509
C -1.5704 3.8301 3.6086
C -2.1196 4.8676 2.8856
C -2.7554 4.5872 1.6889
C -2.7606 3.2749 1.1659
C -2.7539 -0.6873 2.5981
C -2.4364 -2.0187 2.4390
C -2.7200 -2.8524 3.4788
C -3.3240 -2.3348 4.6915
C -3.6392 -0.9610 4.8068
C -3.3280 -0.1545 3.7310
As -1.7573 -0.0768 -2.5580
C -3.0892 -1.3964 -2.8916
C -2.7562 -2.7188 -3.1270
C -3.7041 -3.6470 -3.0103
C -5.0579 -3.3458 -2.7843
C -5.4103 -2.0142 -2.6351
C -4.4011 -1.0769 -2.7182
C -1.6057 0.8496 -4.2356
C -1.4942 2.1976 -4.5473
C -1.1669 2.6907 -5.8000
C -0.9370 1.8048 -6.8421
C -1.0003 0.3996 -6.5743
C -1.3234 -0.0229 -5.3056
H -2.1916 2.0464 -1.2285
H -3.6326 1.5406 -2.1327
H -3.7478 -0.4258 -0.3273
H -4.1350 1.1696 0.2611
H -1.2263 1.7211 3.7813
H -0.9873 4.0857 4.4741
H -2.0387 5.8514 3.2764
H -3.0932 5.4092 0.9941
H -3.1184 3.1445 0.1391
H -1.8587 -2.3401 1.6692
H -2.4673 -3.9177 3.4605
H -3.6542 -2.9856 5.4903
H -4.1032 -0.5407 5.7242
H -3.3779 0.9577 3.8275
H -1.7473 -3.0040 -3.3215
H -3.4984 -4.6373 -3.4143
H -5.7644 -4.1116 -2.7378
H -6.4180 -1.6639 -2.6091
H -4.5118 0.0110 -2.6058
H -1.8778 2.9286 -3.7901
H -0.8937 3.7263 -5.9854
H -0.6457 2.1432 -7.8710
H -0.7384 -0.3645 -7.2978
H -1.2763 -1.1150 -5.0828
C 7.5619 2.0970 5.1039
C 6.4422 1.1430 4.5526
C 6.4012 -0.2670 4.7758
C 5.4739 -1.1015 4.1820
C 4.5545 -0.4900 3.3257
C 4.6291 0.8624 3.0630
C 5.5176 1.6336 3.6920
S 3.4292 -1.6841 2.4014
O 3.3340 -1.1928 1.0462
O 4.1421 -2.9268 2.5788
N 1.9484 -1.6290 2.9223
C 1.5588 -1.0565 4.1733
C 0.7722 0.2602 4.0052
O 0.3206 0.9462 4.8946
O 0.6540 0.5648 2.7365
H 7.3245 2.3508 6.1408
H 7.5889 3.0397 4.5037
H 8.5884 1.6754 5.1701
H 7.1462 -0.7650 5.4455
H 5.5720 -2.1857 4.2471
H 3.9804 1.2883 2.3725
H 5.5661 2.6984 3.5393
H 2.3772 -0.7730 4.8663
H 1.0029 -1.8537 4.7530
```

Values from the calculation:
DFT total energy: -7623.42708 hartree
lowest unoccupied orbital energy: -0.014 Ha
max |F|: 3.86 eV/A



Density functional theory data (wB97M-V/def2-TZVPD) for C45H46AsClCrFN6OS3 as an isolated structure.

```
105
C45H46AsClCrFN6OS3 | OMol25 | wB97M-V/def2-TZVPD
Cr 0.6065 -1.7196 0.1646
S -0.1186 -2.9838 -1.6890
C -0.0368 -2.2379 -3.2482
C 1.0847 -1.5417 -3.7106
C 1.1462 -0.9721 -4.9981
C 0.1070 -1.2340 -5.8814
C -1.0041 -1.9890 -5.4796
C -1.0720 -2.4805 -4.2066
As -2.4145 -3.8326 -3.7507
C -3.1732 -4.3234 -5.5368
C -3.3139 -5.7116 -5.8842
C -4.1074 -6.1324 -6.9189
C -4.6591 -5.1685 -7.7877
C -4.5645 -3.8133 -7.4673
C -3.8173 -3.3704 -6.3743
C -3.9335 -2.7593 -2.9858
C -3.8001 -2.2960 -1.6379
C -4.7732 -1.5674 -1.0369
C -6.0146 -1.4424 -1.6134
C -6.2389 -2.0613 -2.9029
C -5.2102 -2.6485 -3.5889
H 1.9232 -1.4889 -3.0491
H 1.9044 -0.2385 -5.2718
H 0.0121 -0.8741 -6.8781
H -1.7563 -2.3746 -6.2055
H -2.8418 -6.3811 -5.2406
H -4.2701 -7.2220 -7.0220
H -5.2255 -5.4596 -8.6918
H -4.9742 -3.0329 -8.1315
H -3.7726 -2.2843 -6.1550
H -2.7881 -2.5299 -1.1964
H -4.6198 -1.0221 -0.0788
H -6.8745 -1.0125 -1.0999
H -7.2110 -1.9719 -3.3946
H -5.2938 -3.0068 -4.6175
S 2.4056 2.5920 -1.5100
C 1.8290 1.0649 -1.1968
N 1.4411 0.0027 -0.9613
F -1.1713 -6.0392 4.2553
C -0.7983 -5.1041 3.3157
C 0.5050 -4.6633 3.3558
C 0.8677 -3.7176 2.4270
C 0.0258 -3.2809 1.3851
C -1.2988 -3.7589 1.4448
C -1.7101 -4.7037 2.3544
H 1.1278 -4.9580 4.1314
H 1.8765 -3.3814 2.3984
H -2.1152 -3.2097 0.8729
H -2.7470 -5.1434 2.2847
C 5.4206 3.2945 4.9922
C 5.4962 3.4877 3.4994
C 5.4026 4.9317 3.1370
C 6.8547 2.9966 2.8857
C 4.2658 2.6703 2.8140
O 4.3669 2.7713 1.3478
C 2.8745 3.2524 3.1951
C 1.7000 2.9372 2.3576
C 0.4370 3.3526 3.1272
C -0.3398 2.4011 3.7854
C -1.5597 2.7279 4.3836
C -2.0148 4.0630 4.2780
Cl -3.4653 4.6573 5.0776
C -1.2343 5.0701 3.6823
C -0.0432 4.7050 3.0933
C 4.4571 1.2782 3.2939
N 3.3601 0.3135 2.9610
C 3.0658 -0.1060 1.7361
N 1.9502 -0.8405 1.7686
C 1.5105 -0.6583 3.0170
N 2.3196 0.0535 3.8287
H 5.7533 4.2383 5.4606
H 6.1183 2.5493 5.4265
H 4.3590 3.1934 5.3456
H 6.2335 5.5206 3.4873
H 4.4824 5.3359 3.4375
H 5.4723 5.0430 2.0581
H 7.6563 3.6818 3.2114
H 6.8153 2.9317 1.8159
H 7.2682 2.0314 3.1986
H 3.5620 2.7254 0.8588
H 2.8778 4.3672 3.1881
H 2.6724 2.9843 4.2098
H 1.5514 1.8655 2.0996
H 1.6869 3.5715 1.4251
H -0.1769 1.2994 3.6937
H -2.1228 1.8978 4.8921
H -1.6401 6.0584 3.6260
H 0.6254 5.4863 2.6622
H 4.6099 1.1890 4.3199
H 5.3545 0.8957 2.7972
H 3.7246 -0.1032 0.8675
H 0.5341 -1.0883 3.3515
C -1.4116 0.5315 -2.1020
N -1.6760 1.6513 -1.1673
C -1.6629 3.0073 -1.3987
C -1.8396 3.6296 -0.2169
N -1.9840 2.6263 0.7433
C -1.7006 1.4476 0.1549
S -1.5878 -0.0578 0.8701
H -1.6613 -0.4094 -1.6203
H -0.4110 0.4737 -2.4147
H -2.1227 0.6291 -2.9249
H -1.4437 3.3785 -2.3640
H -1.8711 4.6717 0.0250
H -2.0120 2.8730 1.7302
```

Values from the calculation:
spin multiplicity: 5
DFT total energy: -7181.08045 hartree
lowest unoccupied orbital energy (alpha / beta): 0.073 / 0.073 Ha
max |F|: 3.90 eV/A
charge: -1
⟨S²⟩: 6.029



> Number 2 is which compound?

C45H45N6OPdTe